# 1
One molecule with the formula C4HNS at a distorted geometry. Source: the OMol25 dataset; level of theory: ωB97M-V/def2-TZVPD.

Cartesian coordinates (Å):
C 0.010 0.071 -0.002
C 1.352 -0.281 0.011
C 2.493 -0.594 -0.016
C -0.936 -1.065 -0.001
H 3.523 -0.832 0.044
N -1.685 -1.943 0.000
S -0.578 1.603 0.000

## Properties
SMILES string = C#CC(=S)C#N
Energy above the lowest of the compared OMol25 structures with the same formula, charge and spin = 5.5 kcal per mole
Frontier orbital gap = 0.58 eV
Energy = -16486.029 eV
HOMO level = -9.9 eV

# 2
A 2-piece molecular cluster, C4HO2 overall at a distorted geometry. Source: the OMol25 dataset; level of theory: ωB97M-V/def2-TZVPD.

Cartesian coordinates (Å):
C 1.879 -1.770 -0.452
C 2.601 -0.387 -0.435
C 3.938 0.206 -0.105
C 1.298 -0.569 -0.193
O 4.667 0.768 -0.893
O 4.006 -0.087 1.102
H -1.370 0.165 0.049

## Properties
Energy above the lowest of the compared OMol25 structures with the same formula, charge and spin = 107.7 kcal per mole
Net charge = -1
Frontier orbital gap (spin up / spin down) = 8.07 / 7.52 eV
Energy = -8252.271 eV
HOMO level (spin up / spin down) = -5.2 / -4.8 eV

# 3
One molecule with the formula C4N2O2 at a distorted geometry. Source: the OMol25 dataset; level of theory: ωB97M-V/def2-TZVPD.

Cartesian coordinates (Å):
C -0.718 0.585 -0.068
C -2.051 -0.014 0.280
C 0.591 -0.346 -0.080
C 2.035 0.168 -0.059
N -2.975 -0.709 0.051
N 3.305 0.049 0.224
O -0.635 1.771 -0.147
O 0.447 -1.505 -0.201

## Properties
SMILES string = N#CC(=O)C(=O)C#N
Energy above the lowest of the compared OMol25 structures with the same formula, charge and spin = 41.5 kcal per mole
Frontier orbital gap = 9.39 eV
Energy = -11218.612 eV
HOMO level = -11.8 eV

# 4
C50H105B2O44P7Zr as an isolated structure at a distorted geometry. Source: the OMol25 dataset; level of theory: ωB97M-V/def2-TZVPD.

Cartesian coordinates (Å):
Zr 0.265 -0.175 0.055
O -8.320 4.180 0.309
C -7.366 3.387 0.061
O -6.493 2.853 0.797
B -5.677 1.815 0.152
O -5.958 1.994 -1.298
C -6.946 2.844 -1.364
O -7.487 3.306 -2.340
O -5.890 0.505 0.611
C -4.743 -0.093 0.662
O -4.583 -1.202 1.097
C -3.619 0.834 0.387
O -4.248 2.054 0.243
O -2.388 0.580 0.466
O -0.969 -1.384 1.685
C -1.680 -1.867 2.510
O -2.186 -1.253 3.544
B -3.009 -2.094 4.433
O -2.865 -3.432 3.727
C -2.245 -3.281 2.616
O -2.168 -4.227 1.783
O -2.473 -2.302 5.785
C -3.339 -1.746 6.685
O -3.151 -1.608 7.899
C -4.661 -1.320 5.958
O -4.361 -1.573 4.713
O -5.631 -0.698 6.494
C -1.946 5.342 3.484
C -1.376 4.344 2.501
O -0.498 3.511 3.135
P -0.662 1.933 2.880
O -0.150 1.378 1.656
O -0.078 1.246 4.231
C -0.266 1.869 5.506
C -0.592 0.665 6.480
O -2.303 1.688 2.918
C -3.059 1.753 4.145
C -4.452 1.345 3.642
H -2.482 6.144 2.976
H -2.629 4.831 4.163
H -1.190 5.666 4.199
H -2.174 3.928 1.885
H -0.676 4.871 1.853
H 0.608 2.433 5.833
H -1.092 2.576 5.577
H 0.374 0.337 6.862
H -1.151 0.903 7.385
H -0.909 -0.276 6.030
H -2.658 1.042 4.868
H -3.143 2.722 4.637
H -4.556 0.377 3.151
H -5.171 1.348 4.462
H -4.892 2.112 3.005
C 1.772 -6.246 1.771
C 0.835 -4.988 1.872
O 0.452 -4.725 0.573
P 1.337 -3.680 -0.296
O 1.133 -2.246 0.044
O 2.884 -4.227 -0.064
C 3.911 -4.028 -0.982
C 4.492 -5.468 -1.308
O 0.981 -4.027 -1.840
C 1.050 -5.248 -2.266
C -0.241 -5.840 -2.913
H 2.535 -6.238 0.993
H 2.264 -6.457 2.721
H 1.219 -7.116 1.417
H -0.083 -5.166 2.432
H 1.306 -4.136 2.362
H 3.563 -3.531 -1.888
H 4.688 -3.333 -0.665
H 5.070 -5.625 -0.397
H 3.638 -6.115 -1.512
H 5.022 -5.319 -2.249
H 1.941 -5.364 -2.883
H 1.372 -5.997 -1.542
H -0.990 -6.107 -2.167
H -0.783 -5.155 -3.565
H 0.041 -6.725 -3.483
C 6.132 3.337 -0.926
C 4.692 2.874 -1.041
O 4.108 2.766 0.169
P 2.558 2.822 0.372
O 1.841 1.588 -0.130
O 2.060 4.155 -0.258
C 2.688 5.393 0.111
C 2.421 6.596 -0.709
O 2.350 3.071 2.028
C 3.365 3.682 2.746
C 2.600 4.593 3.781
H 6.681 3.562 -1.840
H 6.346 4.099 -0.176
H 6.757 2.458 -0.775
H 4.292 3.604 -1.745
H 4.668 1.999 -1.690
H 2.452 5.510 1.169
H 3.770 5.326 0.002
H 3.005 7.454 -0.373
H 2.762 6.604 -1.744
H 1.357 6.829 -0.755
H 3.980 2.939 3.254
H 4.117 4.289 2.242
H 3.348 5.191 4.300
H 2.047 5.318 3.184
H 1.982 3.916 4.371
C 4.920 -3.568 2.592
C 4.079 -2.740 3.561
O 3.634 -1.723 2.763
P 2.381 -0.764 2.991
O 1.638 -0.464 1.703
O 3.014 0.607 3.543
C 3.825 0.574 4.728
C 5.293 0.408 4.280
O 1.430 -1.457 4.095
C 1.788 -1.992 5.384
C 0.885 -3.132 5.524
H 5.529 -2.928 1.954
H 5.541 -4.206 3.221
H 4.235 -4.181 2.007
H 3.313 -3.442 3.890
H 4.701 -2.387 4.384
H 3.839 1.636 4.976
H 3.476 -0.148 5.466
H 5.600 1.183 3.578
H 6.086 0.355 5.026
H 5.438 -0.448 3.620
H 2.830 -2.252 5.570
H 1.516 -1.203 6.085
H 0.890 -3.877 4.728
H 1.203 -3.881 6.249
H -0.182 -2.911 5.534
C 0.462 0.456 -6.545
C 0.724 0.916 -5.094
O 0.771 -0.222 -4.369
P 1.803 -0.716 -3.189
O 1.162 -0.546 -1.871
O 2.144 -2.294 -3.552
C 2.265 -2.903 -4.908
C 3.599 -3.686 -5.121
O 3.218 0.142 -3.350
C 3.940 0.093 -4.584
C 4.510 1.480 -4.759
H 1.074 -0.343 -6.962
H -0.598 0.241 -6.676
H 0.920 1.007 -7.367
H 1.675 1.440 -4.997
H -0.101 1.528 -4.729
H 1.493 -3.667 -4.993
H 2.308 -2.238 -5.770
H 3.601 -4.632 -4.580
H 3.540 -3.836 -6.199
H 4.368 -3.005 -4.755
H 4.691 -0.689 -4.472
H 3.259 -0.208 -5.380
H 5.345 1.279 -5.430
H 3.723 2.144 -5.115
H 5.008 1.895 -3.883
C -4.987 -1.981 -3.860
C -4.895 -1.495 -2.423
O -3.566 -1.082 -1.968
P -2.368 -2.123 -1.659
O -1.212 -1.467 -0.962
O -3.120 -3.197 -0.637
C -3.735 -4.362 -1.147
C -5.062 -4.624 -0.352
O -2.074 -2.915 -3.098
C -1.383 -2.254 -4.193
C -1.713 -2.898 -5.534
H -4.443 -2.901 -4.070
H -5.995 -2.069 -4.263
H -4.455 -1.142 -4.309
H -5.488 -0.586 -2.319
H -5.288 -2.188 -1.679
H -4.054 -4.225 -2.180
H -3.045 -5.188 -0.979
H -5.576 -5.500 -0.748
H -4.963 -4.888 0.701
H -5.740 -3.773 -0.277
H -1.687 -1.223 -4.374
H -0.294 -2.295 -4.160
H -0.949 -3.656 -5.706
H -2.649 -3.440 -5.394
H -1.980 -2.221 -6.345
C 1.928 4.198 -3.482
C 0.528 4.379 -2.963
O -0.317 3.150 -3.204
P -1.231 2.459 -1.925
O -0.571 1.236 -1.363
O -2.682 2.124 -2.580
C -3.129 2.763 -3.778
C -3.896 1.903 -4.767
O -1.526 3.713 -0.972
C -2.118 4.869 -1.348
C -3.563 4.921 -0.905
H 1.797 4.107 -4.560
H 2.521 5.102 -3.352
H 2.299 3.200 -3.249
H 0.551 4.579 -1.892
H 0.010 5.230 -3.405
H -3.918 3.428 -3.424
H -2.288 3.318 -4.194
H -3.361 1.234 -5.441
H -4.814 1.497 -4.341
H -4.428 2.630 -5.380
H -1.679 5.603 -0.672
H -2.010 5.213 -2.377
H -3.785 5.988 -0.937
H -4.397 4.409 -1.384
H -3.483 4.690 0.158

## Properties
Net charge = +2
Frontier orbital gap = 6.87 eV
Energy = -211312.261 eV
HOMO level = -11.9 eV